# 1
C28H29Cl2F5NO7S2Ti as an isolated structure, computed with wB97M-V/def2-TZVPD.

Last column: Löwdin charge in e.
Cartesian coordinates (Å):
Ti 0.60112 -0.27257 -0.12761  1.221
C 2.96630 2.45059 3.82932  -0.069
C 2.19507 1.13237 3.73293  -0.385
C 2.11605 0.49431 5.12067  -0.068
C 0.82637 1.32341 3.09272  -0.209
C -0.30959 0.66352 3.55932  -0.021
C -1.57408 0.95140 3.06046  -0.022
C -1.76231 1.89781 2.06050  -0.288
C -3.13677 2.30747 1.61803  -0.028
C -0.62465 2.48986 1.51589  -0.053
C 0.64348 2.21211 2.02530  -0.064
H 3.91565 2.28602 4.33907  0.085
H 2.40146 3.18578 4.40668  0.096
H 3.19736 2.88987 2.85993  0.040
H 2.76446 0.44876 3.09488  0.104
H 1.48499 1.08431 5.78866  0.094
H 3.11294 0.44581 5.55823  0.083
H 1.72753 -0.52352 5.09659  0.075
H -0.22590 -0.05298 4.36319  0.110
H -2.43589 0.45654 3.49292  0.119
H -3.34181 1.99605 0.59261  0.038
H -3.24624 3.39238 1.64229  0.094
H -3.90429 1.87817 2.26085  0.087
H -0.72016 3.23273 0.73197  0.117
H 1.48273 2.77786 1.64201  0.086
O -0.60171 -1.78353 0.64659  -0.353
S -0.57270 -2.65344 -0.57191  0.599
O -1.77059 -3.31636 -0.93982  -0.209
O -0.03930 -1.67670 -1.57967  -0.332
C 0.64864 -3.85664 -0.10260  -0.214
C 0.31811 -5.17577 -0.32661  -0.021
C 1.12830 -6.19975 0.16579  -0.020
C 2.25425 -5.89589 0.89830  -0.020
C 2.60390 -4.56327 1.11989  -0.020
C 1.81472 -3.54431 0.62783  -0.210
S 2.50346 -1.90963 0.76857  0.601
O 3.84953 -2.00649 1.19223  -0.197
O 2.24419 -1.35677 -0.60871  -0.368
O 1.63567 -0.96658 1.54730  -0.361
H -0.59171 -5.41107 -0.86057  0.124
H 0.85381 -7.22873 -0.01957  0.124
H 2.88359 -6.68177 1.29130  0.124
H 3.51206 -4.31980 1.65288  0.125
C -4.20374 1.67901 -2.20102  -0.011
C -3.76642 0.26165 -1.80630  -0.557
C -3.49135 -0.59551 -3.05343  -0.008
C -4.79302 -0.41433 -0.88832  -0.009
C -2.48986 0.34075 -1.08691  -0.056
N -1.45515 0.35753 -0.59562  0.203
H -5.08442 1.60066 -2.83819  0.103
H -3.42398 2.19746 -2.75936  0.084
H -4.46534 2.27733 -1.32938  0.086
H -4.41760 -0.67412 -3.62241  0.103
H -3.16271 -1.59849 -2.78023  0.087
H -2.73478 -0.13571 -3.69033  0.093
H -5.73114 -0.51536 -1.43410  0.103
H -4.97821 0.18025 0.00565  0.087
H -4.45976 -1.40884 -0.59213  0.096
F -0.13635 2.30001 -6.48757  0.154
C 0.13123 1.99553 -5.22559  -0.125
C -0.47617 2.70381 -4.19927  -0.135
F -1.32591 3.68738 -4.47866  0.141
C -0.19692 2.38544 -2.88183  -0.141
F -0.77577 3.07657 -1.89679  0.122
C 0.68342 1.35439 -2.57857  -0.204
O 0.94443 1.02974 -1.29526  -0.169
C 1.29039 0.64879 -3.61251  -0.161
F 2.12098 -0.34809 -3.32818  0.128
C 1.01769 0.96924 -4.93156  -0.125
F 1.59699 0.29148 -5.91375  0.152
Cl 3.64570 1.46388 0.41224  0.636
C 4.70481 1.04401 -0.95194  -0.940
Cl 4.32319 1.99680 -2.38564  0.587
H 4.55704 -0.00560 -1.17973  0.023
H 5.72470 1.25277 -0.65198  0.036

* LUMO level: -5.04 eV
* E: -128743.3407 eV
* net charge: +1
* max |F|: 0.841 eV/Å
* relative energy (zero: lowest compared OMol25 entry of this formula, charge and spin): 24.39 kcal per mole


# 2
C13H14IN3W as an isolated structure at a distorted geometry, computed with wB97M-V/def2-TZVPD.

Last column: Löwdin charge in e.
Cartesian coordinates (Å):
C 0.87101 -1.34410 -2.78247  -0.299
C -2.09063 0.72997 -2.15672  -0.361
H 1.33625 -0.70154 -3.54478  0.021
H 0.11742 -1.95040 -3.32296  0.063
H 1.61209 -2.03329 -2.37513  0.029
H -2.28057 1.78052 -1.90808  0.044
H -1.97452 0.67499 -3.25423  0.053
H -2.98553 0.12075 -1.94696  0.052
C 1.93082 -1.83486 0.04155  -0.068
C 3.06123 -1.84180 0.85019  0.012
C 3.15462 -0.91966 1.89875  0.027
C 2.17018 0.05843 1.99940  0.040
H 1.69798 -2.69184 -0.59755  0.128
H 3.84487 -2.57828 0.65093  0.140
H 3.95323 -0.98083 2.63249  0.140
H 2.13732 0.76223 2.82851  0.127
N 1.09515 -0.75616 -0.02585  -0.042
C 1.15991 0.12677 1.03502  -0.200
C -0.03212 0.91962 1.19710  -0.202
N -1.02202 0.61894 0.28606  -0.071
C -2.30051 0.95086 0.61249  -0.080
C -1.54846 2.29694 2.45844  0.028
C -2.57062 1.90436 1.58610  0.017
H -3.11449 0.50932 0.03188  0.124
H -3.57985 2.31810 1.62126  0.139
C -0.28148 1.75674 2.28775  0.041
H 0.53821 1.93472 2.97780  0.126
H -1.75081 2.98557 3.27742  0.142
W -0.35506 -0.19768 -1.64244  1.238
I 0.83188 2.09805 -2.44536  0.839
N -2.11501 -2.83447 -0.95110  0.118
C -1.51048 -1.88197 -1.31952  -0.365

* LUMO level (alpha / beta): -9.59 / -11.76 eV
* E: -28084.2552 eV
* net charge: +2
* max |F|: 3.770 eV/Å
* relative energy (zero: lowest compared OMol25 entry of this formula, charge and spin): 3.90 kcal per mole
* spin multiplicity: 3


# 3
C44H43ClP3Tl as an isolated structure at a distorted geometry, computed with wB97M-V/def2-TZVPD.

Last column: Löwdin charge in e.
Cartesian coordinates (Å):
Tl 0.93761 0.03483 -1.07719  0.512
Cl -0.42699 -0.30841 -3.32637  -0.113
P -0.01416 2.86471 -0.29445  1.054
P 0.00686 -2.88209 -0.16997  1.023
C 0.05839 3.73180 1.31035  -0.374
C -1.52941 3.46650 -1.09416  -0.379
C 1.41061 3.52513 -1.23707  -0.395
C 1.53714 -3.77138 -0.60758  -0.385
C -0.54236 -3.68761 1.36808  -0.372
C -1.24460 -3.35954 -1.40648  -0.403
C 1.21591 4.39622 1.75824  -0.072
C 1.30218 4.85137 3.07198  -0.052
C 0.22860 4.67768 3.95147  -0.051
C -0.95135 4.07828 3.49759  -0.076
C -1.05040 3.62561 2.18443  -0.119
H 2.04012 4.57770 1.06674  0.106
H 2.20670 5.35896 3.41021  0.120
H 0.30911 5.01703 4.98506  0.118
H -1.80637 3.96233 4.16939  0.116
H -1.99100 3.19494 1.82680  0.114
C 2.69568 3.01892 -0.92902  -0.169
C 3.78416 3.33422 -1.73945  -0.064
C 3.60676 4.16761 -2.85213  -0.046
C 2.34992 4.71385 -3.12444  -0.045
C 1.24813 4.39695 -2.32686  -0.050
H 2.83974 2.36185 -0.06199  0.086
H 4.76836 2.92357 -1.50581  0.118
H 4.45448 4.39032 -3.50286  0.120
H 2.22216 5.38991 -3.97179  0.121
H 0.26501 4.81799 -2.54490  0.113
C -2.08793 4.71370 -0.76600  -0.087
C -3.32174 5.08344 -1.30015  -0.054
C -4.00534 4.22091 -2.16462  -0.044
C -3.42868 2.99600 -2.52999  -0.055
C -2.18865 2.62665 -2.01988  -0.095
H -1.56210 5.38300 -0.08344  0.116
H -3.75487 6.04720 -1.03265  0.118
H -4.98491 4.50131 -2.55518  0.119
H -3.95113 2.32760 -3.21848  0.119
H -1.71909 1.68542 -2.33575  0.013
C -1.83512 -4.21133 1.52924  -0.050
C -2.28497 -4.58558 2.79370  -0.037
C -1.45398 -4.45482 3.90826  -0.048
C -0.14500 -3.98675 3.75236  -0.083
C 0.32358 -3.63676 2.48689  -0.160
H -2.47626 -4.33567 0.65613  0.113
H -3.29371 -4.98681 2.91062  0.125
H -1.81975 -4.71367 4.90194  0.120
H 0.51379 -3.87843 4.61650  0.111
H 1.34822 -3.27097 2.37099  0.098
C 2.44136 -3.13648 -1.48937  -0.123
C 3.73628 -3.62633 -1.63233  -0.061
C 4.11233 -4.81038 -0.98514  -0.051
C 3.16969 -5.52280 -0.23313  -0.053
C 1.88698 -5.00494 -0.03643  -0.085
H 2.13394 -2.25174 -2.05430  0.034
H 4.45264 -3.07921 -2.25144  0.118
H 5.13665 -5.17859 -1.07737  0.118
H 3.44252 -6.47700 0.21619  0.117
H 1.16598 -5.55173 0.57233  0.114
C -1.08479 -4.46287 -2.25786  -0.062
C -2.04663 -4.71674 -3.23684  -0.052
C -3.16190 -3.88227 -3.37221  -0.048
C -3.33096 -2.79212 -2.50942  -0.072
C -2.38181 -2.53000 -1.52691  -0.152
H -0.21215 -5.11037 -2.15181  0.111
H -1.92061 -5.57021 -3.90271  0.117
H -3.90126 -4.07928 -4.14966  0.117
H -4.19859 -2.13626 -2.61021  0.115
H -2.48560 -1.65518 -0.87851  0.097
H 2.99966 -0.00056 -3.25194  0.059
H 2.25988 0.00815 -3.48846  -0.020
C 1.47802 0.72466 2.59991  -0.218
P 0.38682 -0.63048 3.18480  1.119
C -1.24753 -0.18450 2.47962  -0.219
C 0.21750 -0.20894 4.96005  -0.359
C 1.11997 -0.83601 5.85036  -0.096
C 1.18906 -0.43218 7.17985  -0.054
C 0.32836 0.56191 7.66302  -0.036
C -0.61350 1.13424 6.80128  -0.051
C -0.69712 0.73120 5.46485  -0.076
H 1.72787 0.59865 1.53538  -0.044
H 2.41242 0.63764 3.17612  0.070
H 1.02958 1.71029 2.77139  0.047
H -2.00167 -0.79007 3.01094  0.071
H -1.47557 0.88435 2.60383  0.037
H -1.28041 -0.45424 1.41051  0.016
H 1.76920 -1.63975 5.49533  0.105
H 1.91770 -0.88834 7.84994  0.121
H 0.38307 0.88880 8.70350  0.124
H -1.29481 1.91064 7.15524  0.119
H -1.46991 1.15041 4.81640  0.098

* LUMO level (alpha / beta): -8.68 / -8.87 eV
* E: -91392.1959 eV
* net charge: +2
* max |F|: 2.791 eV/Å


# 4
A 2-piece molecular cluster, C6H5F3N2O2 overall at a distorted geometry, computed with wB97M-V/def2-TZVPD.

Last column: Löwdin charge in e.
Cartesian coordinates (Å):
C 0.52358 0.47503 -0.25863  -0.204
C 1.35221 1.45134 -0.61914  -0.435
C 2.64676 1.39907 -2.81340  0.119
C 4.04148 0.37186 1.67023  -0.400
C 0.52154 -0.78361 -1.03045  -0.107
C -0.47994 0.73100 0.88204  -0.018
N 2.03624 1.41606 -1.79334  0.031
N 1.89942 -1.28089 -0.87534  -0.053
O 3.68554 0.97908 0.77950  0.224
O 4.37283 -0.27506 2.59885  0.189
F 1.52602 2.55780 -0.01326  0.173
F 2.10419 -1.81526 0.40009  -0.013
F 2.06585 -2.44550 -1.68325  -0.032
H -0.31273 -1.44828 -0.70021  0.150
H 0.58268 -0.62527 -2.06375  0.105
H -1.27199 1.50410 0.64617  0.108
H 0.20216 1.16950 1.60652  0.068
H -0.79930 -0.21511 1.39109  0.095

* LUMO level: 0.36 eV
* E: -21525.3205 eV
* max |F|: 4.356 eV/Å
* relative energy (zero: lowest compared OMol25 entry of this formula, charge and spin): 113.29 kcal per mole


# 5
C11H24InN3OP as an isolated structure, computed with wB97M-V/def2-TZVPD.

Last column: Löwdin charge in e.
Cartesian coordinates (Å):
N 0.62726 3.56685 2.79322  -0.302
P 0.58214 3.18499 1.08963  0.524
O -0.30974 4.50301 0.52822  -0.472
In -1.21519 1.34892 1.00879  0.248
C -3.18620 2.35596 1.12860  -0.300
C -3.69313 2.87045 2.32252  -0.145
C -4.91646 3.52557 2.34285  -0.107
C -5.61769 3.65665 1.15539  -0.206
N -5.18040 3.17732 -0.00501  0.027
C -3.99768 2.55300 0.00849  -0.220
H 1.46558 4.07754 3.03970  -0.019
H 0.54166 2.74891 3.38364  -0.019
H 0.27154 5.03367 -0.02270  -0.013
H -0.98911 0.20565 2.33820  -0.138
H -1.06144 0.60368 -0.59103  -0.120
H -3.12629 2.76467 3.24430  0.086
H -5.32758 3.93801 3.26132  0.087
H -6.57694 4.17386 1.14368  0.086
H -3.66258 2.17729 -0.95912  0.079
C 2.74590 -0.51181 -0.05798  -0.089
C 3.09468 -1.88216 -0.61479  -0.278
N 2.00935 -2.83925 -0.47567  -0.200
C 2.39545 -4.19695 -0.79496  -0.261
C 2.79580 -4.51908 -2.24237  -0.093
C 0.71340 -2.40302 -0.97998  -0.242
C 0.61528 -2.00768 -2.45813  -0.084
H 2.42911 -0.58469 0.98316  0.083
H 3.61206 0.14970 -0.10784  0.072
H 1.94229 -0.03536 -0.61938  0.057
H 3.95102 -2.29068 -0.06803  0.112
H 3.42871 -1.75832 -1.65942  0.098
H 1.57367 -4.85677 -0.50049  0.108
H 3.23677 -4.45522 -0.14221  0.105
H 1.93198 -4.56093 -2.90504  0.052
H 3.28526 -5.49553 -2.28022  0.063
H 3.49575 -3.78388 -2.64129  0.062
H 0.38340 -1.55361 -0.38096  0.068
H -0.00389 -3.19980 -0.76508  0.115
H 1.45871 -1.38718 -2.76617  0.067
H -0.29213 -1.42167 -2.61177  0.064
H 0.56970 -2.87213 -3.12207  0.049

* LUMO level: 2.93 eV
* E: -32776.7268 eV
* net charge: -1
* max |F|: 0.273 eV/Å


# 6
The molecule C5H14N2 at a distorted geometry, computed with wB97M-V/def2-TZVPD.

Last column: Löwdin charge in e.
Cartesian coordinates (Å):
C 2.97457 0.89895 -0.01750  -0.147
N 1.62759 1.25707 0.43511  -0.138
C 0.63024 1.11085 -0.67371  -0.237
C -0.74609 0.74952 -0.11355  -0.197
C -0.69769 -0.53642 0.71929  -0.218
C -1.23009 -1.72543 -0.05833  -0.304
N -2.70399 -1.67595 -0.11069  -0.009
H 3.36057 1.59563 -0.77088  0.074
H 3.65775 0.87185 0.83762  0.074
H 2.91812 -0.11146 -0.41971  0.072
H 1.66788 2.24622 0.63905  0.092
H 0.59543 2.09255 -1.17328  0.111
H 1.04205 0.38689 -1.38081  0.105
H -1.08175 1.61904 0.43841  0.103
H -1.46567 0.60092 -0.91734  0.095
H 0.34664 -0.69847 0.99992  0.096
H -1.20949 -0.44361 1.66968  0.106
H -0.98649 -2.64829 0.47101  0.105
H -0.72443 -1.77088 -1.02981  0.107
H -3.03237 -2.53894 -0.54598  0.063
H -2.96390 -1.00253 -0.81668  0.046

* LUMO level: 1.10 eV
* E: -8391.6725 eV
* max |F|: 1.147 eV/Å
* relative energy (zero: lowest compared OMol25 entry of this formula, charge and spin): 21.82 kcal per mole